Record 1
C6H10 | ωB97M-V/def2-TZVPD

Geometry as XYZ:
```
16
Properties=species:S:1:pos:R:3
C 1.32 -0.24 0.51
C 0.95 0.99 -0.32
C -0.56 0.94 -0.46
C -1.59 0.37 0.50
C -0.91 -0.53 -0.49
C 0.27 -1.30 0.11
H 1.29 -0.02 1.58
H 2.34 -0.58 0.29
H 1.29 0.82 -1.35
H 1.39 1.93 0.02
H -1.00 1.61 -1.20
H -1.41 0.17 1.55
H -2.61 0.68 0.29
H -1.40 -0.93 -1.37
H -0.05 -1.89 0.98
H 0.68 -2.01 -0.62
```

Values from the calculation:
* energy above the lowest of the compared OMol25 structures with the same formula, charge and spin: 14.5 kcal/mol
* electronic energy: -234.5795 a.u.
* Kohn-Sham gap: 10.9 eV
* SMILES string: C1C[C@@H]2C[C@@H]2C1

natural (NBO) atomic charge list, values in e, 2 entries:
1 C -0.408
2 C -0.393

---

Record 2
C31H44N6ORh | ωB97M-V/def2-TZVPD

Geometry as XYZ:
```
83
Properties=species:S:1:pos:R:3
Rh 0.26 -0.05 0.47
N 3.76 1.93 -0.94
C 4.55 0.94 -0.42
C 3.70 0.01 0.09
N 2.40 0.40 -0.11
C 2.48 1.57 -0.73
C 1.29 2.32 -1.09
N 0.09 1.83 -0.86
C -0.81 2.79 -1.28
C -0.13 3.85 -1.78
N 1.21 3.54 -1.65
H 4.09 2.76 -1.39
H 5.63 0.98 -0.45
H 3.97 -0.91 0.57
H -1.87 2.65 -1.19
H -0.47 4.78 -2.19
H 1.97 4.14 -1.93
C -0.94 3.68 2.95
C -1.57 2.30 2.75
C -2.34 1.87 4.01
C -2.50 2.24 1.56
C -3.36 3.30 1.28
C -4.27 3.22 0.24
C -4.34 2.09 -0.54
C -3.48 1.01 -0.32
C -3.54 -0.16 -1.30
C -4.95 -0.77 -1.36
C -3.08 0.27 -2.69
C -2.57 1.10 0.75
N -1.67 0.00 0.95
C -2.17 -1.17 1.23
C -1.38 -2.28 0.94
C -1.65 -3.64 0.92
C -0.61 -4.22 0.21
C 0.27 -3.20 -0.19
N -0.19 -2.01 0.28
C 1.50 -3.38 -1.05
C 2.73 -3.30 -0.15
C 1.48 -4.75 -1.73
C 1.53 -2.30 -2.14
H -0.12 3.61 3.66
H -1.65 4.41 3.34
H -0.54 4.08 2.01
H -0.77 1.58 2.61
H -3.23 2.50 4.15
H -1.71 1.96 4.89
H -2.67 0.84 3.93
H -3.32 4.18 1.90
H -4.94 4.05 0.06
H -5.05 2.04 -1.35
H -2.86 -0.94 -0.98
H -5.65 -0.10 -1.85
H -5.34 -0.98 -0.36
H -4.93 -1.70 -1.92
H -3.69 1.09 -3.08
H -3.15 -0.57 -3.39
H -2.04 0.61 -2.68
H -3.20 -1.25 1.57
H -2.52 -4.13 1.33
H -0.50 -5.26 -0.04
H 2.75 -4.14 0.55
H 2.68 -2.39 0.44
H 3.65 -3.32 -0.73
H 1.48 -5.56 -1.01
H 2.38 -4.86 -2.35
H 0.61 -4.86 -2.38
H 1.57 -1.30 -1.72
H 0.64 -2.37 -2.77
H 2.41 -2.44 -2.77
C 0.74 -2.32 3.30
C 1.30 -0.91 3.30
C 2.81 -0.92 3.12
C 0.96 -0.22 4.62
O 0.67 -0.06 2.35
H 1.21 -2.89 4.11
H 0.95 -2.83 2.36
H -0.33 -2.31 3.47
H 3.29 -1.40 3.97
H 3.19 0.10 3.03
H 3.09 -1.48 2.23
H 1.47 -0.72 5.45
H -0.12 -0.26 4.81
H 1.27 0.83 4.60
```

Values from the calculation:
* energy above the lowest of the compared OMol25 structures with the same formula, charge and spin: 0.0 kcal/mol
* electronic energy: -1721.8050 a.u.
* charge: +1
* Kohn-Sham gap (alpha / beta): 6.7 / 6.7 eV

Löwdin atomic charge list, values in e, 2 entries:
1 Rh 1.228
2 N 0.133

---

Record 3
C16H49BN3O7Rb | ωB97M-V/def2-TZVPD

Geometry as XYZ:
```
77
Properties=species:S:1:pos:R:3
Rb 2.87 -1.68 32.44
B 0.45 -3.13 31.04
H 0.30 -3.74 29.99
H 1.44 -3.48 31.59
H 0.52 -1.97 30.81
H -0.50 -3.40 31.77
C -2.86 -4.88 29.82
C -3.28 -3.50 30.22
O -2.31 -2.52 29.89
O -2.03 -5.50 30.77
H -2.34 -4.81 28.85
H -3.71 -5.53 29.61
H -3.44 -3.45 31.30
H -4.17 -3.21 29.67
H -1.42 -2.74 30.22
H -1.26 -4.93 30.92
C -1.00 -0.88 33.89
C -0.91 -0.28 35.27
O -1.67 0.92 35.38
O -0.33 -2.12 33.91
H -0.54 -0.16 33.19
H -2.02 -1.02 33.52
H 0.15 -0.15 35.49
H -1.33 -0.97 36.00
H -1.30 1.57 34.77
H -0.21 -2.42 32.99
C 6.80 0.31 30.20
C 5.59 -0.55 30.66
C 5.37 -1.67 29.67
O 4.10 -2.23 29.89
C 3.69 -3.20 28.96
N 5.87 -1.07 32.04
H 6.49 0.84 29.29
H 7.65 -0.30 29.93
H 6.98 1.12 30.90
H 4.74 0.15 30.65
H 6.17 -2.43 29.74
H 5.49 -1.28 28.65
H 2.79 -3.66 29.36
H 4.44 -4.01 28.89
H 3.55 -2.82 27.95
H 6.35 -0.26 32.43
H 6.62 -1.76 32.03
C 0.34 -2.30 24.59
C -0.25 -2.30 25.98
C 0.30 -1.17 26.80
O 1.68 -1.10 26.66
C 2.37 -0.32 27.59
N -1.71 -2.17 25.90
H 1.40 -2.55 24.58
H 0.20 -1.33 24.11
H -0.15 -3.06 23.97
H 0.03 -3.28 26.40
H -0.04 -1.26 27.84
H -0.15 -0.25 26.39
H 3.41 -0.63 27.58
H 1.98 -0.28 28.62
H 2.37 0.74 27.26
H -2.09 -2.45 26.81
H -2.02 -2.90 25.26
C 2.11 -8.20 29.60
C 1.82 -6.74 29.48
C 0.71 -6.41 28.49
O 1.05 -6.78 27.15
C 1.95 -5.89 26.50
N 1.51 -6.21 30.80
H 2.90 -8.37 30.33
H 2.34 -8.72 28.68
H 1.22 -8.70 30.01
H 2.69 -6.14 29.16
H 0.58 -5.32 28.49
H -0.18 -6.97 28.75
H 2.29 -6.40 25.61
H 2.81 -5.65 27.13
H 1.42 -4.97 26.19
H 1.25 -5.23 30.71
H 0.72 -6.63 31.28
```

Values from the calculation:
* energy above the lowest of the compared OMol25 structures with the same formula, charge and spin: 0.0 kcal/mol
* electronic energy: -1378.7656 a.u.
* Kohn-Sham gap: 7.7 eV

Löwdin atomic charge list, values in e, 2 entries:
1 Rb 0.924
2 B -0.476

---

Record 4
C4H9BrN | ωB97M-V/def2-TZVPD

Geometry as XYZ:
```
15
Properties=species:S:1:pos:R:3
C 1.92 0.06 -0.58
N 0.46 0.43 -0.48
C -0.50 -0.42 -1.02
C -0.33 -0.41 0.41
C -1.32 0.37 1.20
Br -2.90 -0.80 1.61
H 1.99 -1.07 -0.32
H 2.30 0.26 -1.50
H 2.39 0.78 0.18
H 0.33 1.37 -0.41
H -0.25 -1.26 -1.58
H -1.55 -0.03 -1.27
H 0.04 -1.24 1.05
H -1.65 1.30 0.61
H -0.93 0.65 2.11
```

Values from the calculation:
* energy above the lowest of the compared OMol25 structures with the same formula, charge and spin: 14.2 kcal/mol
* electronic energy: -2786.2466 a.u.
* charge: +1
* Kohn-Sham gap: 10.9 eV
* SMILES string: C[N@H+]1C[C@@H]1CBr

natural (NBO) atomic charge list, values in e, 2 entries:
1 C -0.393
2 N -0.325